1.
# CAgF3LiNO4S3

A molecular structure, CAgF3LiNO4S3 (ωB97M-V/def2-TZVPD, OMol25).

Element x y z (Å)
Ag 0.85 -0.86 1.00
N -1.16 -0.74 1.18
S -1.67 0.36 0.32
O -1.40 0.41 -1.16
C -3.52 0.37 0.36
F -3.95 0.42 1.62
F -3.93 -0.76 -0.20
F -4.01 1.40 -0.31
Li 0.66 0.61 -1.61
S 3.60 -0.71 -1.23
O 2.10 -1.55 -1.44
S 0.77 1.93 0.87
O 0.97 2.26 -0.64
O -1.28 1.84 0.87

Its gap between HOMO and LUMO (spin up / spin down) is 6.856 / 6.453 eV. The HOMO energy (spin up / spin down) is -4.339 / -3.993 eV. The calculation puts the energy at -55578.165 eV. The calculation puts the LUMO energy (spin up / spin down) at 0.092 / 0.090 Eh. The multiplicity is 2. Its molecular weight is 358.02 g/mol. Its net charge is -1.

***

2.
# CBaF3LiNO4S3

A molecular structure, CBaF3LiNO4S3 (ωB97M-V/def2-TZVPD, OMol25).

Element x y z (Å)
Ba -1.58 1.98 0.87
N -0.05 1.36 -0.87
S 0.65 0.03 -0.83
O 0.00 -1.25 -0.41
C 0.90 -0.38 -2.62
F 1.61 0.56 -3.22
F -0.32 -0.43 -3.15
F 1.51 -1.55 -2.76
Li -1.07 -1.25 1.33
S -1.94 0.67 4.11
O -2.79 0.16 2.72
S 0.66 0.78 2.35
O 0.45 -0.78 2.45
O 1.97 0.10 0.03

Its gap between HOMO and LUMO (spin up / spin down) is 5.304 / 5.203 eV. The HOMO energy (spin up / spin down) is -3.761 / -3.676 eV. The calculation puts the energy at -52274.038 eV. The calculation puts the energy above the lowest of the compared OMol25 structures with the same formula, charge and spin at 0.00 kcal/mol. The calculation puts the LUMO energy (spin up / spin down) at 0.057 / 0.056 Eh. Its molecular weight is 387.48 g/mol. Its net charge is -1.

***

3.
# CBeNO5S2

A molecular structure, CBeNO5S2 (ωB97M-V/def2-TZVPD, OMol25).

Element x y z (Å)
Be -0.14 0.71 0.25
N 0.36 -2.26 0.14
S 1.25 -1.47 1.09
O 0.61 -0.21 1.63
S -0.80 -1.50 -1.04
O -1.26 -0.15 -0.46
O -1.84 -2.51 -1.32
O 0.94 3.13 -0.92
C 0.52 2.12 -0.35
O 0.36 2.13 0.98

Its gap between HOMO and LUMO is 4.522 eV. The HOMO energy is -3.242 eV. The calculation puts the energy at -34837.814 eV. The calculation puts the energy above the lowest of the compared OMol25 structures with the same formula, charge and spin at 0.00 kcal/mol. The calculation puts the LUMO energy at 0.047 Eh. Its molecular weight is 179.16 g/mol. Its net charge is -1.

***

4.
# CBr2ClFS

A molecular structure, CBr2ClFS (ωB97M-V/def2-TZVPD, OMol25).

Element x y z (Å)
C 0.42 0.10 -0.02
F 0.09 0.03 1.28
S -0.42 -1.08 -1.09
Cl -2.31 -0.37 -0.82
Br 0.19 2.04 -0.48
Br 2.41 -0.35 -0.39

Its gap between HOMO and LUMO is 9.438 eV. The HOMO energy is -10.064 eV. The calculation puts the energy at -167196.308 eV. The calculation puts the energy above the lowest of the compared OMol25 structures with the same formula, charge and spin at 0.00 kcal/mol. The calculation puts the LUMO energy at -0.023 Eh. Its molecular weight is 258.34 g/mol. Its net charge is 0.

***

5.
# CBr2F2

A single CBr2F2 molecule (ωB97M-V/def2-TZVPD, OMol25).

Element x y z (Å)
C 0.63 -0.40 -0.03
F 1.49 -0.49 -1.05
F 1.21 -0.80 1.11
Br -0.41 1.09 0.03
Br -2.92 0.61 -0.06

Its gap between HOMO and LUMO (spin up / spin down) is 8.424 / 7.364 eV. The HOMO energy (spin up / spin down) is -9.605 / -9.725 eV. The calculation puts the energy at -146553.399 eV. The calculation puts the energy above the lowest of the compared OMol25 structures with the same formula, charge and spin at 65.08 kcal/mol. The calculation puts the LUMO energy (spin up / spin down) at -0.043 / -0.087 Eh. Its molecular weight is 209.81 g/mol. Its net charge is 0.

***

6.
# CBr2NP

A single CBr2NP molecule (ωB97M-V/def2-TZVPD, OMol25).

Element x y z (Å)
C -1.11 0.18 0.01
N -2.11 0.53 0.46
P 0.46 -0.21 -0.89
Br 1.31 1.41 0.23
Br 1.45 -1.92 0.19

Its gap between HOMO and LUMO is 9.763 eV. The HOMO energy is -10.577 eV. The calculation puts the energy at -151900.921 eV. The structure (SMILES) is N#CP(Br)Br. The calculation puts the energy above the lowest of the compared OMol25 structures with the same formula, charge and spin at 5.26 kcal/mol. The calculation puts the LUMO energy at -0.030 Eh. Its molecular weight is 216.80 g/mol. Its net charge is 0.

***

7.
# CBr2OS

A single CBr2OS molecule (ωB97M-V/def2-TZVPD, OMol25).

Element x y z (Å)
C -0.87 -1.11 0.60
O 0.02 1.13 -0.71
S 0.51 -0.35 -0.43
Br -0.26 -2.81 0.62
Br 0.60 3.14 -0.08

Its gap between HOMO and LUMO (spin up / spin down) is 6.420 / 6.421 eV. The HOMO energy (spin up / spin down) is -9.652 / -9.653 eV. The calculation puts the energy at -153998.739 eV. The calculation puts the energy above the lowest of the compared OMol25 structures with the same formula, charge and spin at 127.62 kcal/mol. The calculation puts the LUMO energy (spin up / spin down) at -0.119 / -0.119 Eh. Its molecular weight is 219.88 g/mol. Its net charge is 0.

***

8.
# CBr3IS

A molecular structure, CBr3IS (ωB97M-V/def2-TZVPD, OMol25).

Element x y z (Å)
C -0.50 0.92 -1.03
S 0.98 -1.08 1.57
Br 0.91 1.71 -1.99
Br -0.59 -0.91 -0.87
Br -1.96 2.00 -0.97
I 1.17 -2.64 3.28

Its gap between HOMO and LUMO (spin up / spin down) is 7.843 / 6.100 eV. The HOMO energy (spin up / spin down) is -8.886 / -8.391 eV. The calculation puts the energy at -230097.201 eV. The calculation puts the energy above the lowest of the compared OMol25 structures with the same formula, charge and spin at 54.01 kcal/mol. The calculation puts the LUMO energy (spin up / spin down) at -0.038 / -0.084 Eh. Its molecular weight is 410.69 g/mol. Its net charge is 0.

***

9.
# CBrF2NO

A molecular structure, CBrF2NO (ωB97M-V/def2-TZVPD, OMol25).

Element x y z (Å)
C 0.26 0.08 -0.18
N -0.11 -1.15 0.04
O -1.22 -1.63 -0.14
F 1.53 0.11 -0.04
F -0.10 0.74 -1.30
Br -0.36 1.85 1.63

Its gap between HOMO and LUMO (spin up / spin down) is 7.995 / 6.945 eV. The HOMO energy (spin up / spin down) is -10.921 / -10.722 eV. The calculation puts the energy at -80047.004 eV. The calculation puts the energy above the lowest of the compared OMol25 structures with the same formula, charge and spin at 1.06 kcal/mol. The calculation puts the LUMO energy (spin up / spin down) at -0.108 / -0.139 Eh. Its molecular weight is 159.92 g/mol. Its net charge is 0.

***

10.
# CBrF2NO2

2 unconnected molecules or ions with the total composition CBrF2NO2 (ωB97M-V/def2-TZVPD, OMol25).

Element x y z (Å)
C 0.31 0.63 -0.02
N 0.75 -0.68 0.02
O 1.00 -1.19 1.11
O 0.79 -1.24 -1.05
F 0.10 1.30 -1.16
F 0.13 1.37 1.07
Br -3.09 -0.20 0.03

Its gap between HOMO and LUMO (spin up / spin down) is 10.620 / 7.341 eV. The HOMO energy (spin up / spin down) is -10.111 / -11.457 eV. The calculation puts the energy at -82093.061 eV. The calculation puts the energy above the lowest of the compared OMol25 structures with the same formula, charge and spin at 0.00 kcal/mol. The calculation puts the LUMO energy (spin up / spin down) at 0.019 / -0.151 Eh. The multiplicity is 3. Its molecular weight is 175.92 g/mol. Its net charge is 0.

***

Q: Which of these has the lowest energy?
A: CBr3IS

***

What did the third record say?
# CBeNO5S2

A molecular structure, CBeNO5S2 (ωB97M-V/def2-TZVPD, OMol25).

Element x y z (Å)
Be -0.14 0.71 0.25
N 0.36 -2.26 0.14
S 1.25 -1.47 1.09
O 0.61 -0.21 1.63
S -0.80 -1.50 -1.04
O -1.26 -0.15 -0.46
O -1.84 -2.51 -1.32
O 0.94 3.13 -0.92
C 0.52 2.12 -0.35
O 0.36 2.13 0.98

Its gap between HOMO and LUMO is 4.522 eV. The HOMO energy is -3.242 eV. The calculation puts the energy at -34837.814 eV. The calculation puts the energy above the lowest of the compared OMol25 structures with the same formula, charge and spin at 0.00 kcal/mol. The calculation puts the LUMO energy at 0.047 Eh. Its molecular weight is 179.16 g/mol. Its net charge is -1.